{"formula": "C25H26LaN9O2S4Si", "method": "wB97M-V/def2-TZVPD", "symbols": ["La", "O", "C", "C", "C", "C", "C", "C", "C", "O", "N", "N", "C", "S", "C", "C", "S", "H", "H", "H", "H", "H", "H", "H", "H", "H", "N", "C", "N", "C", "N", "C", "C", "N", "C", "C", "N", "H", "H", "H", "H", "H", "C", "Si", "C", "C", "C", "C", "C", "C", "N", "C", "S", "H", "H", "H", "H", "H", "H", "H", "H", "H", "H", "H", "H", "S", "C", "N"], "positions_angstrom": [[-0.822792, -0.299148, -0.754006], [1.236003, 3.030383, 1.641490], [0.833492, 4.193922, 0.922679], [1.447569, 5.403964, 1.187325], [0.796071, 6.550050, 0.851516], [-0.236633, 6.558204, -0.077184], [-0.765816, 5.324167, -0.479453], [-0.309466, 4.130237, 0.139468], [-1.075629, 2.882509, -0.007020], [-0.389508, 1.821060, -0.209145], [-2.404702, 2.896485, 0.070689], [-2.897787, 1.678537, -0.095016], [-4.196686, 1.566978, -0.298645], [-5.185880, 0.183595, -0.038985], [-6.671104, 0.758450, -0.941096], [-6.646813, 2.280925, -1.108372], [-4.966504, 2.937272, -1.099179], [2.183159, 3.256894, 2.001398], [2.313390, 5.431421, 1.847016], [1.100599, 7.496975, 1.344136], [-0.675473, 7.522869, -0.444782], [-1.588666, 5.205054, -1.186326], [-7.492822, 0.351704, -0.322688], [-6.677101, 0.197877, -1.893685], [-7.231118, 2.720662, -0.273906], [-7.162945, 2.506626, -2.025103], [0.454040, -0.744106, 3.945310], [0.786664, -0.180978, 2.764460], [-0.056069, -0.581883, 1.788875], [-0.843681, -1.461981, 2.446661], [-0.577902, -1.580234, 3.780502], [-1.993305, -2.172391, 1.902907], [-2.699980, -3.054675, 2.723004], [-3.651610, -3.859457, 2.238049], [-3.905302, -3.775476, 0.904507], [-3.203894, -2.865826, 0.088896], [-2.239217, -2.033236, 0.584190], [0.914494, -0.627880, 4.857660], [1.566711, 0.540303, 2.547101], [-2.380671, -2.938648, 3.816416], [-4.614713, -4.460834, 0.480736], [-3.453008, -2.749896, -0.941051], [3.663200, -4.356889, -2.265103], [4.225565, -3.328096, -0.832128], [3.867230, -4.103826, 0.867425], [6.062952, -3.186245, -0.808558], [3.651980, -1.515134, -0.886450], [4.427986, -0.367257, -0.885380], [3.909350, 0.878263, -1.257859], [2.562254, 1.038019, -1.334184], [1.714605, 0.029559, -1.074239], [2.193230, -1.196316, -0.922836], [1.011714, -2.441447, -1.125124], [3.885062, -3.747272, -3.173817], [2.633344, -4.671925, -2.267861], [4.269166, -5.228455, -2.371049], [4.790671, -4.246519, 1.385805], [3.347096, -5.074565, 0.695609], [3.197681, -3.496539, 1.417818], [6.635929, -2.591644, -1.561422], [6.462352, -4.183711, -0.940510], [6.307271, -2.819022, 0.139279], [5.532004, -0.532966, -0.756395], [4.536022, 1.729284, -1.471381], [2.121078, 2.048224, -1.419217], [-3.000672, -1.285714, -5.308233], [-2.501865, -0.849547, -3.824674], [-2.120611, -0.540760, -2.698838]], "forces_ev_per_a": [[-0.123, 0.203, -0.255], [2.634, 1.840, -0.016], [0.076, -1.606, 0.918], [0.148, -0.663, 1.007], [0.288, 2.126, -0.244], [-1.053, 0.072, -0.592], [0.252, -0.269, 0.717], [-0.461, 1.146, -0.378], [-1.252, -0.252, -0.106], [0.588, 0.772, 0.058], [2.141, 2.366, -0.636], [-2.868, -3.777, 0.839], [2.347, 1.760, -0.855], [0.099, -0.346, 0.204], [0.476, -1.169, -0.125], [-0.766, -0.450, 1.290], [-0.389, 0.104, 0.153], [-2.707, -0.650, -0.941], [-0.168, 0.011, -0.008], [0.025, -0.621, -0.721], [0.485, -1.131, 0.437], [0.171, 0.327, 0.284], [0.152, 0.591, -0.402], [-0.017, 0.550, 0.291], [0.423, -0.071, -0.474], [0.028, 0.373, -0.427], [0.666, 0.363, -0.844], [-0.622, 0.314, -1.061], [0.814, -0.431, 2.044], [-0.070, 0.294, 2.753], [-0.248, 0.172, -1.714], [0.087, -0.474, -1.253], [0.091, 0.489, 0.668], [0.260, 0.475, -0.427], [1.664, 0.956, 0.861], [0.207, 0.435, 1.459], [-1.385, -1.753, 0.828], [-0.465, -0.160, -0.836], [-0.080, -0.144, 0.468], [-1.073, -0.997, -1.519], [-0.275, -0.094, -0.020], [-0.009, 0.031, -0.646], [0.194, 1.108, -0.899], [-0.272, 0.555, 0.769], [-0.662, -0.978, -1.791], [0.787, -0.073, -2.307], [-2.788, 1.119, 0.661], [1.587, -1.411, -0.778], [0.493, 0.282, 0.266], [-0.685, 0.844, 1.010], [0.308, 0.652, -0.228], [1.999, -1.182, -1.258], [0.020, -1.136, 0.541], [-0.424, -0.389, 0.419], [-0.364, 0.165, 0.023], [0.631, -0.767, 0.122], [0.516, -0.201, 0.494], [0.469, 0.498, 0.292], [-0.641, 0.677, 0.733], [-0.800, -0.186, 0.400], [0.221, -0.434, 0.336], [0.677, 0.486, 1.599], [-1.057, 0.545, -0.234], [0.237, 0.014, 0.174], [0.119, -0.737, -0.307], [0.285, 0.329, 1.001], [0.931, 0.650, 2.756], [-1.874, -1.142, -4.573]], "homo_lumo_gap_ev": 6.41, "de_lowest_ev": 1.4456, "lumo_ev": -0.9729}

{"formula": "C25H26N2O7", "method": "wB97M-V/def2-TZVPD", "symbols": ["C", "C", "O", "C", "C", "C", "C", "O", "O", "C", "C", "O", "C", "C", "N", "C", "C", "C", "C", "C", "C", "C", "C", "C", "O", "C", "C", "O", "N", "C", "C", "O", "C", "C", "H", "H", "H", "H", "H", "H", "H", "H", "H", "H", "H", "H", "H", "H", "H", "H", "H", "H", "H", "H", "H", "H", "H", "H", "H", "H"], "positions_angstrom": [[3.131615, 3.781332, 2.252521], [3.030165, 2.321070, 2.675986], [1.820323, 1.716585, 2.237254], [1.564804, 1.670155, 0.895914], [0.301076, 2.055825, 0.480476], [-0.088951, 1.945839, -0.850924], [-1.493913, 2.265067, -1.194873], [-2.253992, 2.867774, -0.481441], [-1.839582, 1.757138, -2.392137], [-3.212678, 1.857898, -2.731771], [-4.169063, 1.119605, -1.779722], [-5.331452, 1.462003, -1.743850], [-3.622466, 0.040447, -0.981232], [-2.454651, -0.675333, -1.153267], [-2.316410, -1.592811, -0.169105], [-3.381318, -1.499837, 0.689422], [-3.668950, -2.216252, 1.843176], [-4.836614, -1.903695, 2.506907], [-5.693307, -0.903719, 2.039243], [-5.410444, -0.187402, 0.896524], [-4.240145, -0.489378, 0.206359], [0.830290, 1.507709, -1.795657], [2.098822, 1.124580, -1.400269], [2.466246, 1.150256, -0.059353], [3.642507, 0.642371, 0.420848], [4.496833, -0.067514, -0.448935], [3.877779, -1.218899, -1.250852], [4.185804, -1.357761, -2.420636], [3.036941, -2.069034, -0.629334], [2.582592, -2.062957, 0.743931], [1.062293, -1.856106, 0.773925], [0.388770, -2.818401, -0.014097], [0.850991, -2.805518, -1.351500], [2.352748, -3.080879, -1.413763], [3.190389, 3.860106, 1.168666], [4.022266, 4.227674, 2.685730], [2.257378, 4.331473, 2.592105], [3.899409, 1.760984, 2.316174], [2.980301, 2.240857, 3.764559], [-0.404468, 2.416582, 1.212134], [-3.526021, 2.907272, -2.755731], [-3.302320, 1.429292, -3.733235], [-1.731746, -0.610550, -1.944275], [-1.536714, -2.229738, -0.065636], [-3.001326, -2.985685, 2.201831], [-5.095820, -2.440255, 3.407733], [-6.597023, -0.692314, 2.591349], [-6.068088, 0.584376, 0.530983], [0.553378, 1.457674, -2.836435], [2.793727, 0.774731, -2.146385], [4.961578, 0.605594, -1.180579], [5.284461, -0.469703, 0.196981], [3.070559, -1.285229, 1.325720], [2.818519, -3.040524, 1.182810], [0.684077, -1.972811, 1.790495], [0.818639, -0.847169, 0.412752], [0.291387, -3.581356, -1.876146], [0.644361, -1.825609, -1.807981], [2.718129, -3.027177, -2.439460], [2.568301, -4.068644, -0.993904]], "forces_ev_per_a": [[-0.164, -0.398, 0.049], [0.491, 0.402, 0.202], [-0.210, -0.381, -0.274], [0.031, 0.018, -0.183], [0.124, -0.057, -0.081], [0.296, -0.092, 0.028], [-0.112, 0.218, 0.205], [0.036, -0.062, -0.159], [0.263, -0.080, -0.134], [-0.595, 0.386, -0.091], [0.385, 0.188, -0.350], [0.086, 0.021, -0.017], [0.094, -0.417, 0.305], [-0.220, 0.206, -0.238], [0.191, -0.191, -0.015], [-0.622, 0.282, 0.130], [0.048, -0.060, 0.067], [0.122, -0.121, 0.051], [-0.142, 0.115, 0.007], [-0.064, -0.020, 0.090], [0.311, -0.241, -0.006], [-0.222, 0.046, 0.122], [0.245, -0.004, 0.077], [-0.178, 0.105, 0.188], [-0.312, 0.216, 0.126], [0.286, 0.041, -0.258], [0.107, 0.078, 0.164], [0.213, 0.183, -0.227], [-0.154, -0.254, 0.006], [-0.315, 0.047, 0.336], [0.264, 0.244, 0.280], [-0.157, -0.235, 0.075], [0.256, -0.173, -0.271], [-0.295, 0.026, -0.274], [0.045, 0.071, -0.087], [0.107, 0.067, 0.020], [-0.056, 0.092, 0.030], [-0.180, 0.063, 0.144], [0.056, 0.000, -0.126], [-0.059, 0.036, 0.115], [-0.001, -0.210, -0.007], [0.014, 0.053, 0.109], [0.147, 0.033, -0.048], [0.093, 0.059, -0.063], [0.040, -0.094, 0.066], [-0.006, -0.053, 0.065], [-0.079, 0.030, 0.037], [-0.075, 0.050, -0.020], [-0.016, -0.035, -0.092], [0.099, -0.041, -0.084], [-0.122, -0.178, 0.083], [-0.077, 0.048, -0.116], [-0.029, -0.070, -0.018], [-0.014, 0.094, 0.012], [0.041, 0.070, -0.030], [0.006, -0.095, 0.038], [0.041, 0.071, -0.033], [0.013, -0.055, 0.002], [-0.061, -0.069, 0.119], [-0.015, 0.027, -0.046]], "smiles": "CCOc1cc(C(=O)OCC(=O)c2c[nH]c3ccccc23)ccc1OCC(=O)N1CCOCC1", "homo_lumo_gap_ev": 8.49, "de_lowest_ev": 0.7989, "lumo_ev": 0.3884}

{"formula": "C25H26N3O9SV", "method": "wB97M-V/def2-TZVPD", "symbols": ["V", "O", "C", "C", "O", "O", "C", "C", "C", "C", "C", "C", "C", "C", "C", "C", "C", "C", "H", "H", "H", "H", "H", "H", "H", "H", "H", "H", "H", "C", "O", "C", "O", "N", "N", "H", "H", "H", "H", "H", "H", "C", "C", "C", "C", "C", "C", "C", "S", "O", "O", "N", "C", "C", "O", "O", "H", "H", "H", "H", "H", "H", "H", "H", "H"], "positions_angstrom": [[0.115423, -0.954152, -1.393953], [-0.139724, -1.202953, 0.744360], [0.185540, -0.066283, 1.580633], [0.885609, 1.025273, 0.684164], [1.360537, 1.970620, 1.303726], [0.865616, 0.817554, -0.560185], [-1.080497, 0.572950, 2.113143], [-1.029654, 1.392607, 3.239116], [-2.171920, 2.027776, 3.694598], [-3.381501, 1.860602, 3.029622], [-3.433256, 1.065292, 1.897260], [-2.287355, 0.427735, 1.434958], [1.122178, -0.606555, 2.649404], [0.606853, -1.280642, 3.752461], [1.449375, -1.903759, 4.662128], [2.823309, -1.861685, 4.476298], [3.344925, -1.194927, 3.376111], [2.501422, -0.571123, 2.468269], [-0.944324, -1.633043, 1.060637], [-0.082033, 1.542721, 3.738658], [-2.117871, 2.663636, 4.569671], [-4.273554, 2.359486, 3.387340], [-4.361963, 0.946679, 1.353327], [-2.334182, -0.137845, 0.510674], [-0.465792, -1.315965, 3.904750], [1.030609, -2.423887, 5.514711], [3.484002, -2.345132, 5.185214], [4.416618, -1.154170, 3.224772], [2.913949, -0.041869, 1.619263], [4.885370, -3.893748, -1.575846], [4.036266, -2.771931, -1.758027], [2.807747, -2.752310, -1.198081], [2.122870, -1.764429, -1.377852], [2.448844, -3.824704, -0.466780], [1.216239, -3.928038, 0.193247], [5.802679, -3.660346, -2.108195], [4.448701, -4.798622, -2.005530], [5.118537, -4.051739, -0.520013], [3.045770, -4.623886, -0.380192], [1.147358, -3.148471, 0.840327], [0.460549, -3.813731, -0.492974], [-0.915628, 6.138594, -2.467909], [-1.078417, 4.653501, -2.653700], [-1.430950, 3.832397, -1.592123], [-1.576541, 2.461934, -1.763942], [-1.359828, 1.905309, -3.009557], [-1.006036, 2.708875, -4.086810], [-0.871828, 4.072700, -3.905223], [-1.458216, 0.154397, -3.291018], [-0.043321, -0.260899, -3.474763], [-2.297694, -0.056648, -4.447335], [-1.954483, -0.440245, -1.930060], [-2.788915, -1.639841, -1.986714], [-2.020684, -2.949539, -1.729373], [-2.662530, -3.985120, -1.602176], [-0.737232, -2.842021, -1.645693], [-1.027650, 6.416200, -1.420294], [-1.659152, 6.691833, -3.046207], [0.070309, 6.468268, -2.800729], [-1.578292, 4.260365, -0.607280], [-1.841544, 1.822398, -0.935317], [-0.839190, 2.258954, -5.057140], [-0.594062, 4.700092, -4.745417], [-3.300088, -1.740222, -2.947382], [-3.571288, -1.578261, -1.225047]], "forces_ev_per_a": [[0.020, -0.043, -0.040], [-0.010, 0.008, 0.000], [-0.002, 0.051, -0.020], [0.028, -0.082, 0.018], [-0.006, 0.034, -0.004], [-0.004, 0.039, 0.021], [-0.023, -0.020, 0.000], [0.007, -0.002, -0.005], [-0.004, 0.003, 0.001], [0.004, -0.001, 0.000], [-0.010, 0.003, -0.007], [0.015, 0.000, 0.008], [0.005, -0.009, 0.005], [0.003, 0.000, 0.003], [-0.001, -0.002, 0.003], [-0.004, 0.003, -0.004], [0.003, 0.002, 0.002], [-0.006, -0.004, -0.004], [0.004, -0.006, 0.000], [-0.001, 0.002, 0.002], [0.002, -0.001, 0.000], [-0.001, 0.000, 0.000], [0.001, 0.000, 0.000], [-0.002, 0.012, -0.005], [0.001, 0.000, 0.000], [0.000, 0.001, 0.000], [0.001, -0.001, 0.000], [0.000, 0.001, -0.001], [0.003, 0.000, 0.001], [-0.004, -0.001, -0.006], [0.011, -0.013, -0.019], [-0.023, 0.008, -0.014], [0.036, 0.003, 0.082], [-0.008, 0.001, -0.013], [-0.029, 0.006, 0.005], [0.000, 0.001, -0.001], [0.000, -0.001, 0.000], [0.003, 0.003, 0.003], [0.009, 0.006, -0.007], [-0.006, 0.000, -0.006], [0.020, 0.010, -0.003], [0.000, -0.007, -0.002], [0.001, 0.001, 0.000], [0.001, 0.003, -0.004], [0.008, -0.003, 0.003], [-0.018, -0.002, -0.022], [-0.002, -0.007, -0.004], [-0.003, 0.006, 0.002], [-0.028, 0.031, 0.011], [0.010, -0.011, 0.006], [0.003, -0.013, 0.000], [0.004, 0.042, -0.002], [0.019, -0.001, -0.008], [-0.019, -0.006, -0.003], [0.012, -0.012, 0.001], [-0.018, -0.032, 0.006], [0.000, 0.002, 0.000], [0.001, 0.001, 0.000], [0.000, 0.002, 0.001], [-0.001, 0.001, -0.001], [-0.004, -0.010, 0.012], [0.002, 0.001, 0.001], [0.000, -0.001, 0.000], [-0.002, -0.001, 0.000], [0.003, 0.006, 0.009]], "total_charge": -1, "homo_lumo_gap_ev": [6.06, 7.91], "de_lowest_ev": 0.0000, "multiplicity": 4, "lumo_ev": [2.2893, 2.2886]}

| no. | F_max (eV/Å) |
| --- | --- |
| 1 | 5.07 |
| 2 | 0.71 |
| 3 | 0.09 |